Record 1
A 2-piece molecular cluster, C3H11N2S overall. Source: OMol25; level of theory: ωB97M-V/def2-TZVPD.

Atoms and positions in Å:
S1 -0.6988 0.1621 1.0521
N1 -0.7943 1.7506 -3.2470
N2 0.2243 0.0444 -1.9337
C1 -0.3028 -1.1608 2.2687
C2 1.1343 -1.2348 2.4791
C3 -0.4615 1.1161 -2.1192
H1 -0.1137 1.4213 1.3529
H2 1.5179 -1.5422 1.4185
H3 0.7376 -0.3059 -2.7830
H4 -0.8349 -0.8964 3.3035
H5 1.3810 -2.0657 3.1886
H6 1.5503 -0.3236 2.9172
H7 -1.4011 2.5674 -3.2755
H8 -0.4570 1.1764 -4.0175
H9 -1.0295 1.5942 -1.2862
H10 -0.8664 -1.9536 1.6891
H11 0.4145 -0.3497 -1.0076

Results
HOMO-LUMO gap = 9.504 eV
Charge = +1
Multiplicity = 1
Energy above the lowest of the compared OMol25 structures with the same formula, charge and spin = 32.7 kcal/mol
Electronic energy = -17097.59624 eV

***

Record 2
An isolated ion of composition C6H7N2 and charge +1. Source: OMol25; level of theory: ωB97M-V/def2-TZVPD.

Atoms and positions in Å:
N1 1.2094 -1.5572 -0.2750
N2 0.3546 1.4020 -0.4552
C1 1.5656 1.6775 -0.2095
C2 1.9749 -0.7325 0.2410
C3 2.3465 0.5421 0.3643
C4 -0.6111 0.6135 -0.5482
C5 -1.5108 0.1967 0.5463
C6 0.4455 -2.4150 -0.5952
H1 -1.7946 -0.7986 0.6520
H2 -1.0287 0.1305 -1.3871
H3 -1.2842 0.5722 1.4999
H4 -2.4217 0.7753 0.4072
H5 0.6111 -3.5126 -0.6514
H6 3.1862 0.8382 0.9377
H7 1.8587 2.6679 -0.2144

Results
HOMO-LUMO gap (spin up / spin down) = 7.090 / 7.700 eV
Charge = +1
Multiplicity = 3
Energy above the lowest of the compared OMol25 structures with the same formula, charge and spin = 54.8 kcal/mol
⟨S²⟩ = 2.07
Electronic energy = -9301.74289 eV

***

Record 3
C14H11F3NO5OsS as an isolated structure. Source: OMol25; level of theory: ωB97M-V/def2-TZVPD.

Atoms and positions in Å:
Os1 0.6203 1.1764 0.1016
S1 0.7633 1.1819 2.4235
F1 3.4774 -1.5117 5.0225
F2 1.3968 -0.9398 4.8409
F3 2.9444 0.5662 4.7271
O1 -0.4630 2.6722 -0.2549
O2 -1.4156 3.9847 -1.7997
O3 0.5276 1.3734 -3.8739
O4 0.9731 0.8085 -1.7614
O5 -1.3599 -0.0201 -0.3017
N1 1.9554 -0.2808 0.7282
C1 3.5925 -1.9556 0.9254
C2 -1.4332 -0.6198 -1.6389
C3 1.9084 -0.1151 2.0629
C4 -2.1402 1.6772 -1.6895
C5 2.6351 -0.6919 4.3965
C6 -3.6213 -0.1586 -0.8022
C7 2.7765 -1.1661 0.1464
C8 2.7041 -0.8803 2.8986
C9 0.1205 1.0069 -2.8213
C10 -2.5343 0.8470 -0.4574
C11 -1.3333 2.9096 -1.3157
C12 -2.8446 -1.1917 -1.6559
C13 3.5486 -1.8092 2.3099
C14 -1.3293 0.6214 -2.5362
H1 2.7532 -1.2082 -0.9340
H2 -0.6272 -1.3402 -1.7480
H3 -1.7987 0.4695 -3.5053
H4 -3.2184 -1.2778 -2.6744
H5 -2.8659 -2.1794 -1.2019
H6 -4.4454 0.3120 -1.3346
H7 4.2551 -2.6710 0.4623
H8 4.1826 -2.4179 2.9410
H9 -2.6790 1.4142 0.4578
H10 -3.0101 2.0249 -2.2418
H11 -4.0155 -0.6113 0.1045

Results
HOMO-LUMO gap (spin up / spin down) = 9.023 / 7.162 eV
Charge = +1
Multiplicity = 5
Energy above the lowest of the compared OMol25 structures with the same formula, charge and spin = 0.0 kcal/mol
⟨S²⟩ = 6.02
Electronic energy = -47872.10744 eV

***

Record 4
An isolated ion of composition C2H7N5 and charge +2. Source: OMol25; level of theory: ωB97M-V/def2-TZVPD.

Atoms and positions in Å:
N1 -0.9668 0.7692 -0.0923
N2 0.5123 0.2360 -0.1568
N3 3.5777 0.0417 0.0033
N4 4.4692 -0.6045 0.1105
N5 2.7534 0.9298 -0.0966
C1 0.5829 -1.1947 -0.1556
C2 1.4838 1.1368 -0.1487
H1 0.4298 -1.6043 -1.1594
H2 -0.1605 -1.6301 0.5156
H3 1.2184 2.1924 -0.2038
H4 -0.9990 1.7818 0.1289
H5 -1.4892 0.2420 0.6346
H6 -1.4324 0.6111 -1.0099
H7 1.5543 -1.5354 0.2062

Results
HOMO-LUMO gap = 10.565 eV
Charge = +2
Multiplicity = 1
Energy above the lowest of the compared OMol25 structures with the same formula, charge and spin = 23.3 kcal/mol
Electronic energy = -9615.27701 eV
Structure (SMILES) = CN([NH3+])/C=N\[N+]#N

***

Record 5
A 2-piece molecular cluster, C4H9O2S overall. Source: OMol25; level of theory: ωB97M-V/def2-TZVPD.

Atoms and positions in Å:
S1 -2.6925 0.4707 0.6349
O1 1.7820 -0.4975 0.3392
O2 2.3342 -1.5750 -1.5648
C1 -1.2786 -0.4072 -0.1049
C2 2.2193 -0.5667 -0.8350
C3 2.6475 0.7729 -1.4913
C4 -2.0336 0.8514 2.2923
H1 -1.6424 -1.2314 -0.7164
H2 -2.6126 0.3233 3.0369
H3 -2.0013 1.9214 2.4363
H4 3.6875 0.7511 -1.8147
H5 2.4408 1.6320 -0.8629
H6 -0.7814 0.2999 -0.7659
H7 -1.0025 0.5145 2.2960
H8 2.0587 0.9001 -2.3999
H9 -0.5510 -0.7960 0.5922

Results
HOMO-LUMO gap = 7.237 eV
Charge = -1
Multiplicity = 1
Energy above the lowest of the compared OMol25 structures with the same formula, charge and spin = 13.5 kcal/mol
Electronic energy = -19225.56219 eV

***

Record 6
C20H20NO12P2Zr as an isolated structure. Source: OMol25; level of theory: ωB97M-V/def2-TZVPD.

Atoms and positions in Å:
Zr1 0.5672 0.0398 -0.0028
P1 -0.5479 2.8232 -0.9920
P2 1.4670 3.2130 0.9108
O1 0.4833 2.1128 -2.0165
O2 0.5321 0.2397 2.3992
O3 4.1022 -1.8945 1.2385
O4 0.1471 -1.9100 0.7522
O5 0.6740 -3.9020 1.6097
O6 -0.8374 1.6811 0.0061
O7 0.4349 3.8163 -0.1990
O8 -1.6462 3.5178 -1.6620
O9 1.7278 1.7688 0.4613
O10 2.5956 4.1102 1.1389
O11 2.4380 -0.6763 0.3835
O12 0.5472 3.1288 2.2295
N1 -1.7439 -0.7289 -0.3628
C1 -1.9311 -0.0830 -2.6881
C2 1.8887 0.3156 2.9683
C3 0.4015 -0.8761 -2.0995
C4 -4.2684 1.3546 -2.1056
C5 -2.4633 -0.0626 -1.3969
C6 1.5662 -2.2976 -3.7302
C7 0.3068 -0.2827 4.6519
C8 1.5864 0.5628 4.4402
C9 -3.7627 1.3445 -3.3951
C10 3.0710 -1.2726 1.3580
C11 -0.6454 -1.5324 -4.2128
C12 1.0952 -1.9490 2.9244
C13 0.6328 -2.6920 1.6731
C14 -3.6164 0.6496 -1.1095
C15 0.4765 -2.2535 -4.5866
C16 -0.6894 -0.8452 -2.9962
C17 1.5142 -1.6260 -2.5166
C18 -2.6098 0.6306 -3.6752
C19 0.0782 -0.8440 3.2512
C20 2.4051 -1.1121 2.7346
H1 -0.1765 2.5047 2.0731
H2 2.4161 0.2554 5.0754
H3 -5.1519 1.9320 -1.8677
H4 -2.1992 0.6489 -4.6777
H5 0.4915 -2.7876 -5.5291
H6 0.1904 2.1235 -2.9329
H7 -0.5333 0.3365 4.9646
H8 -1.5135 -1.5196 -4.8622
H9 0.4324 -1.0838 5.3798
H10 1.3952 1.6224 4.5990
H11 -0.9520 -1.0883 3.0039
H12 2.3747 -1.6982 -1.8597
H13 2.4498 -2.8646 -3.9980
H14 2.4460 1.0902 2.4605
H15 -2.2757 -0.7917 0.4973
H16 -4.2473 1.9160 -4.1759
H17 -1.4819 -1.6695 -0.6482
H18 1.1957 -2.6782 3.7254
H19 3.1487 -1.3898 3.4790
H20 -3.9860 0.6730 -0.0906

Results
HOMO-LUMO gap = 8.327 eV
Charge = -1
Multiplicity = 1
Energy above the lowest of the compared OMol25 structures with the same formula, charge and spin = 22.1 kcal/mol
Electronic energy = -66999.25917 eV

***

Record 7
The molecule C4H7N3O. Source: OMol25; level of theory: ωB97M-V/def2-TZVPD.

Atoms and positions in Å:
O1 1.0838 1.9410 -0.4674
N1 -3.0179 0.7223 0.1271
N2 -0.8991 -0.1751 -0.6235
N3 0.0038 -0.8489 0.1071
C1 1.4378 1.0685 0.3630
C2 -2.1054 -0.1621 0.1738
C3 1.2007 -1.2375 -0.4895
C4 1.1378 -0.2158 0.5989
H1 -2.5222 1.6122 -0.3665
H2 2.2056 1.3740 1.1541
H3 1.5001 -2.2815 -0.4851
H4 -2.3965 -1.0202 0.7489
H5 -0.5239 0.7620 -1.0424
H6 1.3940 -0.5468 1.7254
H7 1.5014 -0.9921 -1.5240

Results
HOMO-LUMO gap = 9.498 eV
Multiplicity = 1
Energy above the lowest of the compared OMol25 structures with the same formula, charge and spin = 119.4 kcal/mol
Electronic energy = -10774.57130 eV
Structure (SMILES) = [H]/N=C\NN1C[C@H]1C=O

***

Record 8
C18H31N2Yb as an isolated structure. Source: OMol25; level of theory: ωB97M-V/def2-TZVPD.

Atoms and positions in Å:
Yb1 0.7358 1.1948 0.0995
N1 1.2943 -0.4387 3.0482
N2 0.3696 0.0896 2.1411
C1 0.6673 -1.2149 -1.9903
C2 1.3317 2.1267 -1.8496
C3 -0.9048 -1.8153 -0.4309
C4 -0.8637 0.1417 2.8822
C5 -0.8476 0.0165 -3.6806
C6 0.6175 4.4394 -2.3815
C7 0.8548 -0.3602 4.2947
C8 -3.0218 -0.8583 -1.5526
C9 -1.5573 -1.0628 -1.4384
C10 -1.5744 -2.5270 0.6865
C11 0.2083 3.0897 -1.7579
C12 -0.5026 -0.0154 4.2252
C13 -1.9638 0.7649 2.1584
C14 1.9234 -1.1774 -2.7862
C15 -0.5854 -0.6823 -2.3983
C16 1.4868 -2.7015 -0.0351
C17 1.8009 -0.6277 5.3878
C18 0.4684 -1.9033 -0.7654
H1 0.9644 4.2836 -3.3708
H2 -3.5101 -1.7501 -1.9838
H3 -0.7343 2.6875 -2.1407
H4 1.6117 1.6613 -2.7969
H5 -2.4751 -1.9907 1.0124
H6 -1.8255 0.5133 -3.6683
H7 -0.0804 0.7728 -3.8962
H8 1.4261 4.8774 -1.8397
H9 2.2929 -0.3316 2.8112
H10 2.1110 -0.1762 -3.1921
H11 1.4748 -1.4597 6.0053
H12 2.7839 -0.9133 4.9913
H13 -0.9034 -2.6231 1.5498
H14 -2.8028 0.0563 2.1573
H15 1.4297 -3.7752 -0.2908
H16 1.3457 -2.6111 1.0507
H17 2.5023 -2.3587 -0.2756
H18 -3.4819 -0.6763 -0.5696
H19 0.0222 3.2935 -0.6644
H20 -0.8523 -0.6974 -4.5227
H21 -1.1495 0.0813 5.0741
H22 -0.1892 5.1508 -2.4073
H23 2.2026 2.3658 -1.1223
H24 1.8805 -1.8680 -3.6481
H25 -2.2838 1.7474 2.5639
H26 -3.2535 -0.0093 -2.2091
H27 2.7876 -1.4627 -2.1726
H28 0.3750 1.1023 2.1506
H29 -1.8849 -3.5463 0.3971
H30 1.9959 0.2103 6.0615
H31 -1.7170 0.9676 1.0889

Results
HOMO-LUMO gap (spin up / spin down) = 4.483 / 4.051 eV
Charge = +2
Multiplicity = 2
Energy above the lowest of the compared OMol25 structures with the same formula, charge and spin = 126.2 kcal/mol
⟨S²⟩ = 0.80
Electronic energy = -53657.41846 eV

***

Record 9
The molecule C11H14N2O3. Source: OMol25; level of theory: ωB97M-V/def2-TZVPD.

Atoms and positions in Å:
O1 0.3940 0.0082 2.5745
O2 -3.8709 1.4215 0.6538
O3 -3.4509 -0.2494 2.0410
N1 -1.0231 -0.7452 0.8974
N2 0.8436 -2.4708 0.1494
C1 -1.7047 0.4652 0.6303
C2 -3.1456 0.5634 1.0487
C3 0.0294 0.9926 -1.1002
C4 0.0557 -0.8155 1.7439
C5 2.1718 2.1747 -0.9642
C6 2.8113 1.1420 -1.6512
C7 2.0684 0.0632 -2.0286
C8 0.8364 -2.1236 1.5718
C9 -1.4737 0.8642 -0.8424
C10 0.6886 0.0547 -1.8268
C11 0.8111 2.0939 -0.6332
H1 0.3644 2.9224 -0.0811
H2 -2.0471 1.7442 -1.1220
H3 1.6318 -2.0203 -0.2532
H4 -1.0077 -1.4781 0.1806
H5 -1.1503 1.1388 1.3023
H6 1.8048 -2.0187 2.0324
H7 3.8689 1.1144 -1.9847
H8 0.1260 -0.8554 -2.1102
H9 2.7565 3.0628 -0.7051
H10 2.5608 -0.8376 -2.5135
H11 1.0070 -3.4463 -0.0410
H12 0.2812 -2.9005 2.1258
H13 -1.9202 0.0834 -1.4489
H14 -4.3177 0.0520 2.3545

Results
HOMO-LUMO gap = 10.017 eV
Multiplicity = 1
Energy above the lowest of the compared OMol25 structures with the same formula, charge and spin = 20.4 kcal/mol
Electronic energy = -20757.52210 eV
Structure (SMILES) = NCC(=O)N[C@@H](Cc1ccccc1)C(=O)O